The following is a quantum chemistry calculation of a structure of composition C38H47BN6PPdS2Si, from OMol25.

Results
- Kohn-Sham gap: 6.0 eV
- DFT total energy: -3384.5676 hartree

The geometry in ORCA input format:
```
! wB97M-V def2-TZVPD RIJCOSX def2/J DEFGRID3
* xyz 1 1
Pd -1.5938 -0.8951 0.0198
C 3.9038 2.1623 -0.8466
C 2.9420 1.6943 0.1987
C 3.0804 2.3759 1.4596
C 2.7744 1.9386 2.7020
C 2.2103 0.6564 3.0219
C 1.4316 -0.0318 2.1769
C 1.9574 0.7200 -0.0462
P 0.9602 0.5971 -1.6347
C 1.8565 1.1515 -3.1337
C 1.8455 2.5531 -3.1264
C 2.4055 3.3037 -4.1433
C 2.9551 2.6519 -5.2317
C 2.9059 1.2700 -5.2940
C 2.3569 0.4926 -4.2746
C 2.2714 -0.9855 -4.5243
C 0.2455 -1.0575 -1.8346
C 0.9530 -2.2731 -1.9953
C 0.3419 -3.4115 -2.4342
C -1.0312 -3.3826 -2.7639
C -1.7568 -2.2425 -2.6083
C -1.1518 -1.0346 -2.1278
C -1.9803 0.0677 -1.7483
H 4.9147 2.2395 -0.4408
H 3.5961 3.1665 -1.1447
H 3.9181 1.5467 -1.7344
H 3.6193 3.3138 1.3948
H 3.0827 2.5609 3.5327
H 2.4346 0.2166 3.9864
H 1.0494 -1.0071 2.4404
H 1.3794 3.0611 -2.2895
H 2.3902 4.3839 -4.0938
H 3.3883 3.2107 -6.0502
H 3.2925 0.7689 -6.1722
H 1.2316 -1.2936 -4.6420
H 2.6856 -1.5932 -3.7262
H 2.7997 -1.2419 -5.4402
H 2.0155 -2.2953 -1.7884
H 0.9164 -4.3193 -2.5521
H -1.5123 -4.2764 -3.1387
H -2.8141 -2.2278 -2.8411
H -3.0169 0.0531 -2.0639
H -1.5907 1.0788 -1.7094
C -0.4927 4.9068 -0.3062
C -0.6835 3.7207 0.5901
C -1.6866 3.6655 1.5415
C -1.8222 2.5144 2.3172
C -0.9721 1.4536 2.1031
C 0.0359 1.6319 1.1583
N 0.1940 2.7162 0.4257
N 0.9545 0.5729 0.9767
Si 3.5430 -0.8182 0.2615
C 4.3874 -0.9357 -1.4012
C 2.5864 -2.3619 0.7173
C 4.8771 -0.4722 1.5173
H 0.5019 5.3306 -0.1637
H -1.2316 5.6809 -0.1120
H -0.5751 4.6061 -1.3519
H -2.3500 4.5078 1.6739
H -2.5953 2.4521 3.0699
H -1.0610 0.5276 2.6638
H 3.7775 -0.6986 -2.2709
H 4.7020 -1.9795 -1.4818
H 5.2874 -0.3228 -1.4386
H 1.5002 -2.2883 0.6411
H 2.8250 -2.6168 1.7501
H 2.9144 -3.1861 0.0859
H 5.3628 0.4937 1.3867
H 5.6340 -1.2374 1.3202
H 4.5687 -0.5732 2.5540
C -5.3239 1.9009 0.6732
N -4.9669 1.1860 1.8854
C -5.2053 1.6066 3.1708
C -4.6247 0.6984 3.9920
N -4.0437 -0.2803 3.2126
B -3.2850 -1.4845 3.9362
N -3.2883 -2.7582 3.0651
C -4.3233 -3.6602 3.0313
C -4.0488 -4.6007 2.1081
N -2.8155 -4.2834 1.5864
C -2.1393 -4.9804 0.5113
C -2.3710 -3.1498 2.1575
S -0.8717 -2.4019 1.7849
C -4.2562 0.0307 1.9332
S -3.9010 -0.8729 0.5156
H -5.9102 2.7706 0.9576
H -5.9074 1.2640 0.0112
H -4.4132 2.2138 0.1541
H -5.7681 2.4963 3.3810
H -4.5990 0.6436 5.0624
H -2.1729 -1.1027 4.1886
H -3.9373 -1.7114 4.9196
H -5.1672 -3.5496 3.6840
H -4.5906 -5.4753 1.8024
H -2.7080 -5.8724 0.2590
H -1.1310 -5.2560 0.8123
H -2.0759 -4.3280 -0.3611
*
```